1.
61
Properties=species:S:1:pos:R:3 method="wB97M-V/def2-TZVPD" homo_ev="-11.2 / -11.5" spin_multiplicity=3 total_charge=+1 e_lumo_ev="-3.7 / -3.8" fmax_ev_per_a=1.134 total_energy_ev=-124897.907 de_lowest_ev=1.010 homo_lumo_gap_ev="7.560 / 7.755"
Pd 0.00398 -0.14576 0.47032
N -1.10761 -3.23441 3.14412
C 0.27769 -2.94902 2.59912
C 1.31214 -3.94618 3.07011
P 0.60119 -1.18336 3.10106
O 0.52262 -1.40962 4.70861
O 1.91642 -0.65194 2.68327
O -0.63318 -0.43421 2.66631
P 0.02020 -2.86222 0.76738
O 0.11393 -4.41721 0.39303
O 1.06910 -2.05072 0.06417
O -1.39249 -2.35891 0.63350
H -1.24280 -2.79972 4.05867
H -1.28895 -4.23549 3.20022
H -1.74808 -2.79776 2.43581
H 1.41082 -3.93490 4.15595
H 2.27687 -3.67728 2.64039
H 1.06134 -4.95202 2.73065
H 1.26732 -0.99148 5.16495
H 0.15551 -4.59337 -0.55910
O -5.77575 -0.08034 -4.34834
C -4.55991 -0.15566 -4.91966
O -4.44806 -0.28926 -6.10288
C -3.37228 -0.06307 -4.00867
C -3.41063 -0.42681 -2.66548
C -2.28014 -0.34784 -1.87496
C -1.07207 0.07737 -2.43112
C -1.03844 0.45585 -3.77919
C -2.17310 0.37700 -4.55801
N 0.08208 0.17479 -1.63828
C 1.25238 -0.00269 -2.12151
C 2.40762 0.23705 -1.28206
C 3.69636 -0.03029 -1.73030
C 4.76449 0.19372 -0.88263
C 4.51705 0.69104 0.38507
C 3.20234 0.92777 0.76411
N 2.17435 0.71629 -0.04332
H -5.72057 0.11939 -3.40872
H -4.32127 -0.81323 -2.22278
H -2.33055 -0.64470 -0.83934
H -0.11355 0.83149 -4.19965
H -2.15139 0.66057 -5.60152
H 1.39517 -0.38201 -3.13153
H 3.83495 -0.42849 -2.72726
H 5.77561 -0.02076 -1.20122
H 5.32330 0.89065 1.07601
H 2.98219 1.29445 1.75491
C -1.79139 4.38500 1.02243
As -0.40441 3.04304 0.86975
C 0.75019 3.68185 -0.55534
C 0.56299 2.93966 2.54007
O -1.19065 1.62852 0.51194
H -1.38159 5.36498 1.25933
H -2.48325 4.06888 1.80041
H -2.32114 4.42295 0.07254
H 0.92298 4.74821 -0.41671
H 0.23433 3.51192 -1.49915
H 1.69470 3.14950 -0.55226
H 1.32728 3.71199 2.60041
H 1.00018 1.94341 2.60910
H -0.15642 3.06340 3.34726

2.
76
Properties=species:S:1:pos:R:3 method="wB97M-V/def2-TZVPD" homo_ev=-9.9 total_charge=0 e_lumo_ev=0.0 fmax_ev_per_a=1.698 total_energy_ev=-855262.401 smiles="O=C(Br)CO[P@@](=O)(O)OCCC(F)(F)C(F)(F)C(F)(F)C(F)(F)S(F)(F)(F)(F)F.BrCCBr.BrCCBr.BrCCBr.BrCCBr.BrCCBr" homo_lumo_gap_ev=9.945
O 4.38495 1.35191 0.58892
C 4.16147 0.24252 0.84790
Br 4.32607 -0.40942 2.66112
C 3.71240 -0.80453 -0.13790
O 2.30139 -0.90229 0.01775
P 1.44380 -2.10285 -0.60997
O 0.28466 -1.65325 -1.36302
O 2.51095 -2.93657 -1.44396
O 1.14339 -3.05204 0.62412
C 1.94857 -3.01392 1.81808
C 1.86170 -4.35981 2.50029
C 2.66450 -5.44679 1.81057
F 2.12111 -6.67859 2.00572
F 2.70615 -5.25660 0.44640
C 4.14141 -5.52998 2.32710
F 4.60506 -4.28009 2.59631
F 4.10851 -6.21690 3.49410
C 5.16674 -6.26024 1.38571
F 4.50051 -7.22025 0.71867
F 6.11183 -6.84334 2.14595
C 5.92123 -5.27152 0.41439
F 6.85736 -4.65787 1.13789
F 5.05999 -4.34433 -0.04107
S 6.73996 -6.06601 -1.12242
F 6.86703 -7.44099 -0.34423
F 5.28221 -6.46532 -1.60910
F 6.62614 -4.69104 -1.90112
F 8.18903 -5.66870 -0.64348
F 7.34140 -6.73858 -2.40752
H 4.22045 -1.74465 0.07256
H 3.98417 -0.46142 -1.13601
H 2.85189 -3.69655 -0.95270
H 2.98093 -2.76627 1.58784
H 1.57496 -2.23098 2.47724
H 0.82324 -4.68561 2.57139
H 2.22307 -4.24547 3.52449
Br -4.46226 -3.59157 -0.70708
C -4.43484 -1.72629 -1.26004
C -3.20316 -1.01093 -0.77791
Br -3.28818 -0.63027 1.12985
H -5.34960 -1.28179 -0.88224
H -4.45663 -1.73930 -2.34701
H -3.10739 -0.04375 -1.26766
H -2.29276 -1.57594 -0.93045
Br -2.48615 3.51458 -0.96477
C -3.27125 2.96960 0.73093
C -3.70921 4.15338 1.54923
Br -2.20114 5.08343 2.35192
H -2.52535 2.36363 1.23177
H -4.12434 2.34880 0.47236
H -4.33048 3.82447 2.37874
H -4.24695 4.88717 0.95738
Br -0.74193 -3.14563 4.98417
C -0.06673 -1.52593 5.82413
C -0.60582 -0.28274 5.16815
Br 0.19889 0.00021 3.42455
H 1.01511 -1.57784 5.76138
H -0.37447 -1.57446 6.86574
H -0.36168 0.59377 5.76345
H -1.67774 -0.32923 5.00717
Br -2.86917 8.80341 -4.29737
C -2.56313 7.21328 -3.21672
C -3.67763 6.21074 -3.34131
Br -5.26433 6.75234 -2.35637
H -2.43229 7.55352 -2.19512
H -1.63188 6.78662 -3.58120
H -3.37946 5.26746 -2.89271
H -3.98768 6.05605 -4.36968
Br -7.71049 7.68835 -5.64099
C -6.74728 9.18315 -4.85477
C -7.18398 10.50377 -5.42734
Br -6.49139 10.78652 -7.22274
H -5.69281 8.99127 -5.01719
H -6.95821 9.14144 -3.78918
H -6.79097 11.32103 -4.82744
H -8.26348 10.58602 -5.49563

3.
52
Properties=species:S:1:pos:R:3 method="wB97M-V/def2-TZVPD" homo_ev=-8.3 total_charge=0 e_lumo_ev=0.1 fmax_ev_per_a=0.780 total_energy_ev=-109105.117 de_lowest_ev=0.051 smiles="CC[C@@H]1CCCCN1CCNC(=O)CCS(=O)(=O)c1ccc(Br)cc1" homo_lumo_gap_ev=8.397
C 3.44887 3.02430 -2.22822
C 3.56115 1.96498 -1.13869
C 2.19763 1.32793 -0.79471
C 1.30881 2.24671 0.05155
C 1.81070 2.37406 1.48534
C 1.93046 0.98148 2.09014
C 2.82924 0.11355 1.21468
N 2.28800 0.03566 -0.12867
C 2.85290 -1.02984 -0.92980
C 2.22628 -2.37291 -0.54354
N 0.78970 -2.22971 -0.49555
C -0.03638 -3.28037 -0.54522
O 0.32822 -4.42966 -0.69435
C -1.51703 -2.91614 -0.36560
C -1.76839 -2.28465 0.99376
S -1.90431 -0.46854 0.85702
O -1.12975 -0.01243 -0.27010
O -1.61861 0.11055 2.14096
C -3.64035 -0.19173 0.47801
C -4.56192 -0.22179 1.50848
C -5.90452 -0.04093 1.22814
C -6.29344 0.16488 -0.08805
Br -8.13411 0.40663 -0.48046
C -5.37044 0.20392 -1.12233
C -4.02939 0.02340 -0.83021
H 3.01490 2.59976 -3.13139
H 2.82319 3.85257 -1.90565
H 4.43260 3.41895 -2.47432
H 4.23573 1.17854 -1.48588
H 4.00458 2.41220 -0.24887
H 1.67249 1.14375 -1.74156
H 1.24501 3.22825 -0.41934
H 0.30975 1.81047 0.07146
H 2.78132 2.87525 1.51031
H 1.11054 2.97583 2.06724
H 2.34210 1.03175 3.10009
H 0.93675 0.53353 2.14254
H 2.86993 -0.89674 1.62797
H 3.85824 0.51502 1.22075
H 3.94848 -1.11354 -0.83302
H 2.61769 -0.82686 -1.97716
H 2.59666 -2.70548 0.43387
H 2.48429 -3.14649 -1.27220
H 0.45260 -1.27826 -0.38049
H -2.09356 -3.83489 -0.48107
H -1.80672 -2.21713 -1.15168
H -0.96072 -2.47137 1.69808
H -2.70694 -2.60390 1.44045
H -4.21628 -0.36602 2.52000
H -6.64116 -0.05627 2.01629
H -5.69665 0.37529 -2.13635
H -3.27810 0.06647 -1.60265